1.
Entry from the OMol25 dataset: 2 unconnected molecules or ions with the total composition C2H7S2 (wB97M-V/def2-TZVPD).

The geometry in XYZ format:
```
11
Properties=species:S:1:pos:R:3:forces:R:3
C 1.118 -0.484 1.549 0.93 -0.41 1.82
S 2.598 0.250 0.754 -1.28 0.13 -1.10
H 0.508 0.404 1.679 -0.40 -0.56 0.58
H 1.558 -0.879 2.479 -0.32 0.85 0.37
H 0.534 -1.381 1.315 0.31 0.51 -1.61
H 1.797 1.179 0.123 0.96 -0.57 0.10
C -1.635 -0.549 -0.151 -2.26 0.96 0.91
S -2.427 0.309 -1.665 0.13 -1.01 1.26
H -2.009 -1.453 0.475 -0.36 1.45 -1.17
H -1.313 0.234 0.541 -0.83 0.12 0.41
H -0.710 -0.843 -0.422 3.12 -1.47 -1.58
```
Positions in Å, forces in eV/Å.

Results
Gap between HOMO and LUMO ... 5.272 eV
Net charge ... -1
E_LUMO ... 3.08 eV
Energy above the lowest of the compared OMol25 structures with the same formula, charge and spin ... 46.6 kcal/mol
M ... 95.2 g mol⁻¹
E_HOMO ... -2.2 eV
Maximum force ... 3.787 eV/A

These are the Mulliken partial charges, in e, on atoms 1 to 8: -0.772 -0.236 0.211 0.303 0.332 0.148 -0.923 -0.727

2.
Entry from the OMol25 dataset: 2 unconnected molecules or ions with the total composition C2H7S2 (wB97M-V/def2-TZVPD).

The geometry in XYZ format:
```
11
Properties=species:S:1:pos:R:3:forces:R:3
S -1.184 -3.220 -0.833 1.03 0.20 2.40
H -1.611 -3.254 -2.021 -0.81 0.07 -2.33
C 0.911 1.759 0.368 -2.58 -0.42 1.27
C 0.282 0.315 0.555 0.10 -0.20 0.99
S -1.311 0.188 -0.432 1.16 -0.15 0.36
H 0.239 2.483 1.030 0.92 -1.16 -2.16
H 0.917 1.872 -0.721 -0.15 0.87 0.36
H 1.866 1.961 0.794 1.24 -0.47 0.24
H 1.017 -0.549 0.361 -0.98 1.33 -0.15
H -0.019 0.184 1.635 0.43 0.15 -0.95
H -1.107 -1.737 -0.737 -0.35 -0.24 -0.03
```
Positions in Å, forces in eV/Å.

Results
Gap between HOMO and LUMO ... 6.816 eV
Net charge ... -1
E_LUMO ... 3.78 eV
Energy above the lowest of the compared OMol25 structures with the same formula, charge and spin ... 19.7 kcal/mol
M ... 95.2 g mol⁻¹
E_HOMO ... -3.0 eV
Maximum force ... 2.904 eV/A

These are the Mulliken partial charges, in e, on atoms 1 to 8: -0.441 0.055 -0.906 -0.479 -0.598 0.168 0.245 0.364